w:
C5H3N | wB97M-V/def2-TZVPD

Geometry as ORCA input:
```
! RIJCOSX wB97M-V def2-TZVPD def2/J DEFGRID3
* xyz 0 1
C 0.420 0.088 0.302
C 1.139 1.017 0.588
C 1.608 2.450 1.922
C -1.190 -0.951 -1.132
C -0.442 -0.970 -0.031
N 1.933 2.010 0.863
H -1.866 -1.747 -1.388
H -1.149 -0.105 -1.798
H -0.454 -1.793 0.674
*
```

Summary:
Frontier orbital gap = 0.3441 Eh

Here are the Mulliken charges for atoms 1 to 4, given in e: C -0.143; C 1.004; C -0.009; C -0.647

x:
C5H3N | wB97M-V/def2-TZVPD

Geometry as ORCA input:
```
! RIJCOSX wB97M-V def2-TZVPD def2/J DEFGRID3
* xyz 0 1
C 0.414 0.791 -0.444
C -0.458 -1.265 0.286
C -0.095 2.224 0.863
C -0.342 0.911 0.905
C 0.329 -0.560 -0.718
N -0.776 -0.354 1.182
H 1.028 1.658 -0.908
H -0.785 -2.238 0.414
H 0.685 -1.168 -1.581
*
```

Summary:
Frontier orbital gap = 0.3537 Eh

Here are the Mulliken charges for atoms 1 to 4, given in e: C -0.043; C -0.111; C -0.544; C 0.653

How far above the most stable structure does each one sit? In hartree: w 0.0000; x 0.0191.

w:
C5H3N | wB97M-V/def2-TZVPD

Geometry as ORCA input:
```
! RIJCOSX wB97M-V def2-TZVPD def2/J DEFGRID3
* xyz 0 1
C -0.066 -0.010 -0.023
C 0.692 1.190 -0.003
C 2.017 -0.884 -0.001
C 0.671 -1.162 -0.003
C 2.034 1.284 0.000
N 3.016 -0.246 0.000
H -1.147 -0.026 -0.036
H 0.213 2.163 0.020
H 0.267 -2.155 0.019
*
```

Summary:
Frontier orbital gap = 0.3365 Eh

Here are the Mulliken charges for atoms 1 to 4, given in e: C -0.157; C -0.272; C 0.446; C -0.538

x:
C5H3N | wB97M-V/def2-TZVPD

Geometry as ORCA input:
```
! RIJCOSX wB97M-V def2-TZVPD def2/J DEFGRID3
* xyz 0 1
C 0.745 -1.445 -1.384
C -0.210 -2.009 -0.892
C -1.373 -2.748 -0.726
N -2.321 -3.358 -0.728
H 1.763 -1.192 -1.514
C -1.389 0.657 0.640
C -0.205 0.965 0.562
H -2.424 0.699 0.334
H 0.823 0.886 0.703
*
```

Summary:
SMILES string = C#CC#N.C#C
Frontier orbital gap = 0.3962 Eh

Here are the Mulliken charges for atoms 1 to 4, given in e: C -0.294; C 0.010; C 0.239; N -0.336

y:
C5H3N | wB97M-V/def2-TZVPD

Geometry as ORCA input:
```
! RIJCOSX wB97M-V def2-TZVPD def2/J DEFGRID3
* xyz 0 1
C 0.614 -1.004 0.155
C -0.714 -1.304 0.142
C -1.713 -0.460 -0.414
C 0.737 0.503 -0.176
C -0.723 0.735 -0.002
N -1.911 0.903 0.239
H 1.428 -1.542 0.562
H 1.231 1.137 0.695
H 1.052 1.032 -1.200
*
```

Summary:
Frontier orbital gap (alpha / beta) = 0.2823 / 0.2723 Eh

Here are the Mulliken charges for atoms 1 to 4, given in e: C -0.594; C 0.103; C -0.422; C -0.221

z:
C5H3N | wB97M-V/def2-TZVPD

Geometry as ORCA input:
```
! RIJCOSX wB97M-V def2-TZVPD def2/J DEFGRID3
* xyz 0 1
C -2.735 -0.466 -0.351
C -1.544 -0.354 -0.466
C 1.111 1.023 0.602
C 1.832 0.092 0.093
C -0.195 -0.309 -0.378
N 0.918 -0.795 -0.709
H -3.742 -0.789 -0.368
H 1.543 1.849 1.258
H 2.812 -0.251 0.319
*
```

Summary:
Frontier orbital gap (alpha / beta) = 0.2959 / 0.2956 Eh

Here are the Mulliken charges for atoms 1 to 4, given in e: C 0.000; C 0.010; C -0.511; C -0.139

How far above the most stable structure does each one sit? In hartree: w 0.0000; x 0.0120; y 0.1321; z 0.0874.

w:
C4H6O | wB97M-V/def2-TZVPD

Geometry as ORCA input:
```
! RIJCOSX wB97M-V def2-TZVPD def2/J DEFGRID3
* xyz 0 1
C 1.577 -0.399 -0.510
C 0.417 -0.987 -0.239
C -0.842 -0.201 -0.105
C -0.977 0.974 0.770
O -0.779 1.128 -0.621
H 1.620 0.681 -0.583
H 2.493 -0.948 -0.694
H 0.341 -2.070 -0.181
H -1.757 -0.737 -0.361
H -0.136 1.263 1.399
H -1.957 1.295 1.125
*
```

Summary:
SMILES string = C=C[C@H]1CO1
Frontier orbital gap = 0.3978 Eh

Here are the Mulliken charges for atoms 1 to 4, given in e: C -0.702; C -0.337; C 0.116; C -0.348

x:
C4H6O | wB97M-V/def2-TZVPD

Geometry as ORCA input:
```
! RIJCOSX wB97M-V def2-TZVPD def2/J DEFGRID3
* xyz 0 1
C -1.779 -0.088 -0.626
C -0.914 -0.696 0.221
C 0.132 0.299 0.540
C 1.399 -0.393 0.048
O 0.889 0.783 -0.565
H -2.843 -0.040 -0.386
H -1.452 0.355 -1.570
H -1.263 -1.357 1.019
H 0.134 0.862 1.477
H 2.302 -0.269 0.653
H 1.471 -1.241 -0.641
*
```

Summary:
SMILES string = C=C[C@H]1CO1
Frontier orbital gap = 0.3362 Eh

Here are the Mulliken charges for atoms 1 to 4, given in e: C -0.579; C -0.455; C 0.167; C -0.429

How far above the most stable structure does each one sit? In hartree: w 0.0000; x 0.0819.